No. 1
{
  "formula": "C32H70N18O10S",
  "method": "the ωB97M-V functional and the def2-TZVPD basis",
  "total_charge": 0,
  "fmax_ev_per_a": 9.17,
  "e_homo_ev": -7.622,
  "de_lowest_kj_mol": 1626.84,
  "species": ["S", "O", "O", "O", "O", "O", "O", "O", "O", "O", "O", "N", "N", "N", "N", "N", "N", "N", "N", "N", "N", "N", "N", "N", "N", "N", "N", "N", "N", "C", "C", "C", "C", "C", "C", "C", "C", "C", "C", "C", "C", "C", "C", "C", "C", "C", "C", "C", "C", "C", "C", "C", "C", "C", "C", "C", "C", "C", "C", "C", "C", "H", "H", "H", "H", "H", "H", "H", "H", "H", "H", "H", "H", "H", "H", "H", "H", "H", "H", "H", "H", "H", "H", "H", "H", "H", "H", "H", "H", "H", "H", "H", "H", "H", "H", "H", "H", "H", "H", "H", "H", "H", "H", "H", "H", "H", "H", "H", "H", "H", "H", "H", "H", "H", "H", "H", "H", "H", "H", "H", "H", "H", "H", "H", "H", "H", "H", "H", "H", "H", "H"],
  "xyz": [[1.5687, -4.9266, 2.7115], [4.0947, -4.7596, -3.0215], [-6.7365, 3.7375, 0.3249], [4.0258, -1.2439, -2.0052], [5.7798, 3.1302, -5.7483], [-5.9698, 1.6208, 7.6696], [4.8844, 0.6331, -3.4217], [-0.7699, -7.4422, 3.8573], [6.6121, 0.2765, -9.5777], [-2.4053, -1.1215, 6.0385], [-1.5074, 3.9100, -3.0904], [-3.6064, 4.3130, -2.3778], [6.1646, 2.6721, -7.9204], [-1.2713, -2.0783, 7.7340], [-7.7967, 5.5896, 1.0472], [-2.4646, -7.6289, 5.3301], [-3.2001, -0.9661, 8.1409], [3.0702, -4.3984, 1.9427], [0.8574, -3.3766, 3.2117], [7.4831, -1.5199, -10.6219], [-5.5268, 2.1299, 5.5201], [-8.4312, 3.5508, 1.7978], [-2.0687, 3.4534, -0.9568], [-7.4975, 1.1663, 6.0773], [6.0366, 0.9918, -6.4095], [8.7436, -0.3278, -9.1683], [3.4085, -4.6942, -0.8765], [2.7153, -6.3611, -2.2416], [-1.8301, -5.5901, 4.5795], [1.4832, -0.5691, 3.0679], [-1.6331, -6.9204, 4.5451], [4.1756, -1.8319, 1.6092], [-3.7228, 0.3021, -3.5984], [5.8684, 2.8502, -1.2608], [2.7322, 0.4014, 2.5240], [-3.4785, 0.8165, 2.9042], [4.8087, 3.0761, -0.0303], [-1.2714, -0.6440, 3.3332], [2.8091, -0.9535, -4.2794], [-5.1509, -0.7879, -0.0752], [-2.3409, 3.8931, -2.1986], [3.4475, -5.2408, -2.1051], [0.1479, 0.0186, 3.8144], [-2.0891, 0.2126, 2.1958], [5.0832, 3.1530, -2.7057], [3.9709, -0.5227, -3.1574], [5.1984, 2.3232, 1.3726], [-5.5686, 0.1021, 1.2366], [1.7284, -2.2018, 2.8247], [7.5528, -0.4758, -9.7766], [-2.2990, -1.3726, 7.2285], [4.0941, -0.1762, 1.8188], [5.3665, 0.6968, 1.2698], [3.0249, -2.8926, 2.0974], [-4.4802, 1.2606, 1.6600], [5.9809, 2.3166, -6.6360], [-5.5219, -0.0486, -1.5252], [-4.6137, -0.7840, -2.7063], [-6.3097, 1.6379, 6.4972], [-7.5997, 4.2593, 1.0127], [4.1098, 1.8453, -3.0740], [-8.1172, 0.7869, 6.7811], [-2.3500, -8.6340, 5.3335], [3.4931, 1.6039, -2.0994], [2.6044, 1.5710, 2.6733], [-9.1481, 3.9625, 2.3711], [2.7171, -6.8044, -3.1509], [2.1758, -6.7725, -1.4989], [-1.4633, 1.0372, 1.6494], [-4.0130, -1.0629, -0.1486], [4.4947, 4.1643, -2.6659], [-0.5704, -2.4033, 7.0810], [6.3569, 0.3541, 1.8364], [-2.5749, 0.1847, -3.3475], [-3.1815, -7.2172, 5.9034], [-5.3405, -1.3674, -3.4466], [-3.8453, -1.5643, -2.2906], [-5.7285, -1.8264, 0.0145], [-2.7416, 3.4318, -0.2093], [4.8171, 4.2466, 0.2019], [6.2639, 2.7538, 1.6955], [3.3239, 2.0906, -3.9121], [9.5299, -0.9369, -9.3193], [6.8003, 3.5874, -1.2405], [2.8815, -5.0759, -0.1093], [-1.9730, -0.6603, 4.2991], [-5.7641, -0.6703, 2.1246], [-4.6238, 2.4950, 5.7934], [-1.1665, -2.2951, 8.7108], [3.6826, 2.8312, -0.3079], [-2.4373, -0.5718, 1.3693], [4.4682, 2.6441, 2.2606], [-2.5356, -5.1419, 5.1394], [5.1615, -2.2631, 1.0966], [6.3313, 2.0168, -8.6654], [-3.1298, -1.1629, 9.1250], [5.5385, 0.3709, 0.1357], [-4.3069, 4.3069, -1.6557], [3.9461, -3.8496, -0.7311], [-8.3166, 2.5457, 1.8012], [-3.9760, -0.0181, 3.5877], [-7.1919, 6.1598, 0.4706], [-5.2457, 1.0826, -1.3945], [-3.7837, 1.5866, 0.7596], [-5.0704, 2.2246, 2.0305], [-3.9895, -0.4318, 7.8022], [-4.1230, 1.4003, -3.4065], [-8.5022, 6.0378, 1.6071], [5.9035, 0.6817, -5.4558], [8.2468, -2.1504, -10.7988], [-1.2088, -1.7538, 2.9680], [-6.6129, 0.6146, 0.9718], [6.2975, 1.7655, -1.3582], [2.0008, -0.0855, -4.3531], [6.6041, -1.6670, -11.1005], [0.2227, -0.1169, 4.9743], [-1.1273, 3.1282, -0.7795], [-3.8581, -0.0379, -4.7342], [-7.7952, 1.1717, 5.1163], [-5.7892, 2.1527, 4.5491], [-1.2253, -5.0199, 4.0029], [-6.6687, -0.1162, -1.7649], [2.3683, -1.9705, -3.8906], [6.2011, 0.3064, -7.1273], [8.8385, 0.4461, -8.5239], [5.8735, 3.2641, -3.5903], [3.2829, -1.0735, -5.3435], [0.0784, 1.1883, 3.6125], [6.1303, 3.6603, -8.1342], [-3.1516, 1.7297, 3.5750], [-3.8531, 4.6520, -3.2984]]
}



No. 2
{
  "formula": "C32H71AsBrMgN4O8SSi4",
  "method": "the ωB97M-V functional and the def2-TZVPD basis",
  "total_charge": -1,
  "fmax_ev_per_a": 3.45,
  "e_homo_ev": -5.482,
  "de_lowest_kj_mol": 426.16,
  "species": ["Br", "As", "S", "Si", "Si", "Si", "Si", "Mg", "O", "O", "O", "O", "O", "O", "O", "O", "N", "N", "N", "N", "C", "C", "C", "C", "C", "C", "C", "C", "C", "C", "C", "C", "C", "C", "C", "C", "C", "C", "C", "C", "C", "C", "C", "C", "C", "C", "C", "C", "C", "C", "C", "C", "H", "H", "H", "H", "H", "H", "H", "H", "H", "H", "H", "H", "H", "H", "H", "H", "H", "H", "H", "H", "H", "H", "H", "H", "H", "H", "H", "H", "H", "H", "H", "H", "H", "H", "H", "H", "H", "H", "H", "H", "H", "H", "H", "H", "H", "H", "H", "H", "H", "H", "H", "H", "H", "H", "H", "H", "H", "H", "H", "H", "H", "H", "H", "H", "H", "H", "H", "H", "H", "H", "H"],
  "xyz": [[0.2729, -1.2018, 2.0724], [-1.5243, 1.1603, -2.6533], [-2.3783, -0.4845, -0.2368], [-0.4243, 2.6021, -4.3310], [-1.3555, -0.8442, -3.8579], [-3.7839, 1.6679, -3.0832], [0.5180, -2.9531, 3.7683], [-0.5166, 0.8536, 0.4556], [-2.3823, 0.7598, 0.5778], [0.2398, 1.7620, 2.0040], [-0.9688, -0.6946, -0.6969], [-1.8239, 6.9525, 1.9940], [-3.2153, -0.2546, -1.4122], [-2.8210, -1.6197, 0.5334], [1.3579, 3.6813, 2.1357], [-1.8676, 5.3260, 3.5054], [3.6646, 1.1848, -0.4050], [1.3378, 1.3163, -0.4311], [-0.9476, 3.0674, -0.1272], [-1.9120, 3.7458, -0.7254], [0.3877, 2.9936, 1.8332], [-0.6660, 3.1621, -6.1842], [3.6653, 3.5608, -1.1458], [-2.5650, -2.2928, -3.5313], [-1.5199, -0.5161, -5.7645], [-0.7678, -2.5066, 5.1868], [0.4055, -1.6256, -3.6832], [2.4221, 0.6473, -0.5266], [4.8507, 0.4576, -0.7940], [-1.3876, -4.7527, 2.5847], [3.8180, 2.5669, 0.0053], [2.7453, -3.5951, 5.5731], [2.7862, -1.3177, 4.5808], [1.4220, 2.0216, -4.2898], [-0.7369, 3.6165, 1.0473], [-0.9697, -3.6498, 6.1884], [2.4153, -2.7819, 4.3187], [-3.9872, 3.0973, -4.3969], [0.7425, -4.6077, 1.3936], [0.6172, -5.8645, 3.5404], [-1.5999, 4.7259, 1.2126], [-4.9921, 0.3424, -3.7621], [-4.6392, 2.4516, -1.5387], [-0.2291, 4.3366, -3.4613], [-0.2915, -1.2741, 5.9633], [2.3164, -0.8241, -0.7682], [-2.3401, 4.7585, 0.0359], [-1.7606, 5.6368, 2.3551], [5.1146, 0.5104, -2.3003], [0.1237, -4.6192, 2.7953], [3.3271, -3.2629, 3.1865], [-2.1282, -2.1369, 4.5858], [-1.6519, 7.0606, 1.0502], [0.6205, -2.3526, -4.4629], [2.2015, -3.2198, 6.4325], [4.5297, 3.5321, -1.8059], [-2.7935, -1.8045, 5.3825], [-1.9050, -4.9308, 3.5226], [3.8614, -1.2395, 4.7387], [-6.0310, 0.6537, -3.6892], [4.8069, 2.6681, 0.4601], [-1.7874, -3.8626, 2.1072], [-4.6110, 3.5398, -1.5100], [-3.3648, 3.9597, -4.1747], [2.1306, 2.8241, -4.4763], [1.4642, 2.3053, -0.2721], [-0.8084, 2.3122, -6.8433], [0.1948, 3.7188, -6.5460], [0.1694, 4.1919, -2.4589], [-2.1094, -3.2710, -3.6677], [-2.5996, -2.9719, 4.0838], [1.6137, 1.6199, -3.2960], [-4.1639, 2.0587, -0.6454], [-1.0853, -0.9355, 6.6284], [3.8101, -3.5186, 5.7878], [3.0633, -2.7508, 2.2682], [2.7710, -1.3761, 0.0535], [-2.3438, 0.1614, -5.9658], [-1.6992, -1.4334, -6.3142], [3.2478, -4.3348, 3.0427], [-3.4444, -2.2351, -4.1666], [-1.1785, 4.8622, -3.3771], [-4.7946, 0.0857, -4.7990], [1.8178, -4.4866, 1.4159], [1.6171, 1.2343, -5.0114], [0.5145, -5.5484, 0.8945], [1.1774, -0.8612, -3.7186], [-0.6159, -0.0642, -6.1573], [-4.8699, -0.5442, -3.1561], [0.2335, -5.8919, 4.5554], [2.7768, 3.3278, -1.7274], [-3.7092, 2.7538, -5.3867], [0.5779, -1.4997, 6.5740], [0.3155, -3.8001, 0.8094], [5.9800, -0.1019, -2.5422], [-1.6391, -3.3234, 6.9840], [-0.0552, -0.4663, 5.2781], [2.2909, -0.9265, 5.4600], [2.5137, -0.6999, 3.7323], [1.2589, -1.0641, -0.8231], [-5.0153, 3.4393, -4.4505], [5.7035, 0.8948, -0.2689], [-2.8889, -2.2111, -2.4997], [-1.4139, -4.5172, 5.7105], [5.3078, 1.5304, -2.6175], [-2.2640, 3.4100, -1.6201], [-2.0300, -1.3285, 3.8686], [2.4967, -4.6423, 5.4396], [-5.6841, 2.1629, -1.4836], [-0.0276, -3.9517, 6.6371], [3.5647, 4.5643, -0.7437], [1.7013, -5.8904, 3.5819], [0.2766, -6.7598, 3.0216], [-1.5354, 3.8033, -6.2905], [3.0800, 2.7885, 0.7828], [4.2554, 0.1452, -2.8556], [4.3643, -3.0350, 3.4265], [0.4564, 4.9838, -4.0017], [4.7705, -0.5837, -0.4758], [-1.5869, -5.6016, 1.9317], [2.7966, -1.1058, -1.7010], [-3.1520, 5.3948, -0.2601], [0.4780, -2.1304, -2.7257]]
}



Kohn-Sham gap / eV: 6.4997; 7.6977